1.
A molecular structure, C39H28N10O8Y. Source: the Open Molecules 2025 dataset; level of theory: ωB97M-V/def2-TZVPD.

Its LUMO energy is -3.678 eV. As for the spin multiplicity: 1. The energy relative to the best compared isomer or geometry (same formula, charge and spin) is 30.03 kJ/mol. Its net charge is +1. The total energy comes out at -73218.4457 eV.

Positions of all 86 atoms, in Å:
1 Y 0.256 -0.169 -0.117
2 O 6.786 0.169 2.933
3 C 6.456 0.972 2.056
4 O 7.017 1.855 1.403
5 C 4.923 0.800 1.636
6 C 4.112 -0.103 2.301
7 C 2.831 -0.327 1.827
8 N 2.350 0.332 0.758
9 C 3.090 1.307 0.196
10 C 4.389 1.554 0.604
11 C 2.389 2.146 -0.803
12 C 3.043 3.089 -1.584
13 C 2.295 3.953 -2.366
14 C 0.912 3.847 -2.357
15 C 0.336 2.846 -1.600
16 N 1.048 2.002 -0.847
17 C 1.879 -1.223 2.516
18 C 2.283 -2.135 3.484
19 C 1.325 -2.851 4.177
20 C -0.018 -2.641 3.888
21 C -0.336 -1.746 2.887
22 N 0.579 -1.060 2.197
23 H 4.516 -0.597 3.174
24 H 5.020 2.313 0.159
25 H 4.121 3.153 -1.575
26 H 2.786 4.711 -2.961
27 H 0.294 4.524 -2.930
28 H -0.741 2.720 -1.570
29 H 3.333 -2.283 3.689
30 H 1.619 -3.546 4.952
31 H -0.795 -3.161 4.430
32 H -1.371 -1.538 2.630
33 C -1.698 -3.113 -0.205
34 N -1.911 -1.707 -0.535
35 C -2.503 -1.430 -1.842
36 C -1.607 -0.585 -2.694
37 N -0.350 -0.300 -2.428
38 C 0.126 0.381 -3.554
39 C 1.402 0.838 -3.867
40 C 1.573 1.476 -5.079
41 C 0.513 1.648 -5.977
42 C -0.747 1.152 -5.704
43 C -0.914 0.517 -4.482
44 N -1.998 -0.117 -3.897
45 C -0.237 -3.396 -0.019
46 N 0.732 -2.541 -0.263
47 C 1.916 -3.207 0.074
48 C 3.245 -2.794 0.010
49 C 4.208 -3.654 0.497
50 C 3.873 -4.910 1.019
51 C 2.565 -5.355 1.045
52 C 1.601 -4.482 0.561
53 N 0.221 -4.568 0.470
54 H -2.079 -3.761 -1.000
55 H -2.227 -3.394 0.709
56 H -2.457 -1.238 0.175
57 H -3.472 -0.936 -1.746
58 H -2.668 -2.364 -2.385
59 H 2.235 0.678 -3.195
60 H 2.557 1.833 -5.353
61 H 0.690 2.156 -6.915
62 H -1.557 1.235 -6.417
63 H -2.924 -0.183 -4.285
64 H 3.515 -1.836 -0.415
65 H 5.246 -3.350 0.485
66 H 4.660 -5.548 1.397
67 H 2.308 -6.334 1.429
68 H -0.339 -5.370 0.708
69 O -3.446 1.868 0.646
70 C -2.361 1.627 1.123
71 O -1.487 0.854 0.527
72 C -2.059 2.136 2.528
73 C -3.126 2.330 3.395
74 C -2.886 2.642 4.720
75 C -1.606 2.753 5.226
76 C -0.560 2.614 4.337
77 C -0.766 2.329 2.995
78 N 0.813 2.677 4.826
79 O 1.016 2.318 5.968
80 O 1.653 3.111 4.062
81 N -4.026 2.825 5.639
82 O -5.138 2.743 5.162
83 O -3.766 3.043 6.804
84 H -4.142 2.229 3.036
85 H -1.439 2.961 6.272
86 H 0.084 2.263 2.332

2.
A molecular structure, C39H30BrN3OPPdS at a distorted geometry. Source: the Open Molecules 2025 dataset; level of theory: ωB97M-V/def2-TZVPD.

Its LUMO energy is -3.772 eV. As for the spin multiplicity: 1. The energy relative to the best compared isomer or geometry (same formula, charge and spin) is 0.00 kJ/mol. Its net charge is +1. The total energy comes out at -141090.8103 eV.

Positions of all 77 atoms, in Å:
1 Pd 0.317 -0.062 -0.087
2 Br -6.203 3.542 -0.020
3 C -4.718 2.375 -0.207
4 C -4.902 1.118 -0.797
5 C -3.829 0.278 -0.913
6 C -2.527 0.649 -0.489
7 O -1.592 -0.200 -0.704
8 C -2.352 1.943 0.132
9 C -1.125 2.425 0.655
10 N 0.054 1.837 0.595
11 C 1.179 2.316 1.216
12 C 1.275 3.504 1.965
13 C 2.465 3.866 2.567
14 C 3.599 3.090 2.438
15 C 3.571 1.912 1.676
16 C 4.705 1.094 1.478
17 C 4.584 -0.047 0.713
18 C 3.353 -0.374 0.164
19 N 2.250 0.364 0.348
20 C 2.349 1.513 1.067
21 C -3.484 2.769 0.258
22 H -5.879 0.824 -1.149
23 H -3.937 -0.700 -1.358
24 H -1.194 3.381 1.171
25 H 0.423 4.156 2.077
26 H 2.509 4.781 3.138
27 H 4.522 3.377 2.914
28 H 5.648 1.370 1.924
29 H 5.428 -0.694 0.530
30 H 3.254 -1.250 -0.457
31 H -3.379 3.737 0.726
32 C 4.533 -4.010 -1.652
33 C 3.977 -3.242 -2.663
34 C 2.705 -2.720 -2.518
35 C 1.987 -2.960 -1.350
36 C 2.563 -3.704 -0.320
37 C 3.829 -4.236 -0.479
38 P 0.375 -2.169 -1.064
39 C -0.671 -3.532 -0.452
40 C -0.339 -4.862 -0.705
41 C -1.154 -5.878 -0.238
42 C -2.314 -5.579 0.459
43 C -2.660 -4.258 0.690
44 C -1.841 -3.238 0.242
45 C -0.219 -1.876 -2.754
46 C -0.051 -0.606 -3.302
47 C -0.425 -0.369 -4.612
48 C -0.965 -1.395 -5.374
49 C -1.140 -2.657 -4.826
50 C -0.768 -2.900 -3.516
51 H 5.516 -4.435 -1.779
52 H 4.535 -3.049 -3.568
53 H 2.262 -2.132 -3.310
54 H 2.003 -3.868 0.593
55 H 4.272 -4.817 0.316
56 H 0.559 -5.107 -1.255
57 H -0.882 -6.906 -0.423
58 H -2.943 -6.375 0.823
59 H -3.569 -4.023 1.223
60 H -2.099 -2.207 0.434
61 H 0.381 0.197 -2.691
62 H -0.292 0.612 -5.045
63 H -1.249 -1.212 -6.398
64 H -1.560 -3.454 -5.421
65 H -0.902 -3.882 -3.085
66 S -0.482 -0.962 2.369
67 C 0.706 -0.161 3.268
68 N 1.954 -0.714 3.334
69 C 2.935 -0.222 4.119
70 C 2.715 0.890 4.877
71 C 1.458 1.523 4.818
72 C 0.469 0.999 4.024
73 H 2.109 -1.551 2.777
74 H 3.870 -0.758 4.126
75 H 3.487 1.270 5.522
76 H 1.274 2.405 5.408
77 H -0.509 1.450 3.967

3.
A molecular structure, C39H30CaIN2O3P at a distorted geometry. Source: the Open Molecules 2025 dataset; level of theory: ωB97M-V/def2-TZVPD.

Its LUMO energy is -0.132 eV. As for the spin multiplicity: 1. The energy relative to the best compared isomer or geometry (same formula, charge and spin) is 99.30 kJ/mol. Its net charge is 0. The total energy comes out at -85884.9149 eV.

Positions of all 77 atoms, in Å:
1 Ca -0.037 -0.100 -1.528
2 C -2.385 -3.300 -3.436
3 C -1.181 -2.413 -3.208
4 O -1.391 -1.328 -2.628
5 C 0.131 -2.849 -3.648
6 C 0.251 -4.115 -4.285
7 C 1.425 -4.554 -4.820
8 C 2.554 -3.696 -4.761
9 C 2.495 -2.479 -4.149
10 C 1.301 -2.015 -3.517
11 O 1.310 -0.900 -2.885
12 H -3.268 -2.777 -3.079
13 H -2.278 -4.243 -2.891
14 H -2.508 -3.543 -4.493
15 H -0.620 -4.757 -4.349
16 H 1.491 -5.525 -5.292
17 H 3.486 -4.016 -5.216
18 H 3.354 -1.820 -4.102
19 O -0.228 1.859 -1.923
20 C 0.859 2.344 -2.484
21 C 0.750 3.146 -3.645
22 C 1.850 3.666 -4.285
23 C 3.138 3.417 -3.800
24 C 3.270 2.651 -2.664
25 C 2.173 2.113 -1.973
26 C 2.439 1.309 -0.749
27 N 1.684 0.375 -0.175
28 C 2.409 -0.114 0.906
29 C 3.593 0.534 0.998
30 N 3.594 1.433 -0.049
31 H -0.251 3.321 -4.018
32 H 1.715 4.264 -5.179
33 H 4.011 3.802 -4.309
34 H 4.275 2.429 -2.317
35 H 2.027 -0.899 1.542
36 H 4.416 0.445 1.688
37 H 4.322 2.090 -0.263
38 I -1.054 -2.875 0.230
39 C -0.061 -2.734 2.063
40 C 0.721 -3.822 2.317
41 C 1.359 -3.989 3.565
42 C 1.124 -3.083 4.546
43 C 0.306 -1.944 4.315
44 C 0.052 -1.074 5.406
45 C -0.739 0.017 5.254
46 C -1.218 0.336 3.967
47 C -0.963 -0.425 2.858
48 P -1.392 0.411 1.240
49 C -0.582 2.060 1.477
50 C -0.965 3.091 0.612
51 C -0.302 4.310 0.613
52 C 0.778 4.517 1.464
53 C 1.187 3.493 2.307
54 C 0.513 2.275 2.310
55 C -3.177 0.791 1.501
56 C -4.084 -0.190 1.090
57 C -5.449 -0.035 1.294
58 C -5.932 1.111 1.909
59 C -5.042 2.099 2.310
60 C -3.675 1.941 2.106
61 C -0.261 -1.680 3.029
62 H 0.834 -4.583 1.557
63 H 1.986 -4.855 3.738
64 H 1.552 -3.214 5.534
65 H 0.493 -1.312 6.369
66 H -0.963 0.667 6.090
67 H -1.779 1.259 3.848
68 H -1.773 2.936 -0.092
69 H -0.617 5.090 -0.069
70 H 1.302 5.465 1.459
71 H 2.037 3.636 2.964
72 H 0.865 1.485 2.962
73 H -3.717 -1.085 0.602
74 H -6.133 -0.809 0.965
75 H -6.997 1.235 2.074
76 H -5.410 2.999 2.787
77 H -2.998 2.728 2.412